P | The following is a DFT calculation (the ωB97M-V functional and the def2-TZVPD basis) of C23H35N5NiO4PS2 as an isolated structure.

The geometry in XYZ format:
```
71
Properties=species:S:1:pos:R:3:lowdin_charge:R:1
Ni -0.206 -0.048 0.555 -0.063
S -1.051 -0.987 -1.492 0.409
S -1.392 -1.750 1.877 0.402
P -2.100 -1.753 -0.008 -0.066
O -2.424 -3.275 -0.420 -0.351
O -3.577 -1.125 0.089 -0.332
O 1.698 -1.160 0.269 -0.051
O -1.632 1.475 0.641 -0.045
N 1.342 1.423 1.261 0.082
N 3.533 -2.401 0.697 0.017
N -3.845 3.146 2.712 -0.065
N -3.201 2.922 1.487 0.056
N 1.803 -2.270 2.248 0.165
C 2.308 -1.907 1.034 -0.594
C -5.604 4.292 -0.963 -0.081
C -2.268 1.913 1.598 -0.377
C -3.433 4.212 -1.966 -0.065
C -2.442 -5.257 0.947 -0.087
C -2.894 3.704 -0.793 0.002
C -3.250 -4.089 0.426 -0.320
C -3.888 4.563 3.098 -0.009
C -3.597 2.339 5.048 -0.015
C -4.056 -0.040 -0.718 -0.319
C 0.734 4.759 -0.206 -0.097
C -3.728 3.480 0.294 -0.195
C -3.208 2.300 3.610 -0.278
C 1.064 3.420 -0.090 -0.040
C 0.705 3.543 2.281 -0.048
C -2.306 1.522 3.000 0.064
C 1.056 2.802 1.158 -0.311
C -4.784 4.513 -2.057 -0.092
C 0.374 5.501 0.913 -0.105
C -4.948 -0.565 -1.821 -0.069
C 4.417 -3.110 1.596 -0.094
C 0.366 4.883 2.155 -0.099
C -5.082 3.763 0.210 -0.039
H -4.374 -1.204 -2.493 0.076
H 2.028 1.108 0.587 0.092
H -5.194 4.913 -2.975 0.101
H -4.607 0.621 -0.045 0.112
H 1.308 2.834 -0.970 0.119
H -2.879 4.958 3.249 0.097
H -3.184 1.473 5.560 0.087
H -3.208 0.506 -1.129 0.056
H -5.356 0.270 -2.395 0.075
H -5.726 3.549 1.053 0.115
H -4.385 5.139 2.323 0.080
H 4.650 -2.533 2.494 0.085
H 5.347 -3.318 1.072 0.084
H -2.784 4.371 -2.818 0.107
H 0.788 -2.179 2.271 -0.041
H -4.682 2.322 5.148 0.091
H -2.022 -5.828 0.117 0.076
H -1.624 -4.896 1.571 0.057
H 0.110 6.545 0.817 0.097
H -3.077 -5.919 1.541 0.075
H -6.663 4.511 -1.022 0.103
H -3.224 3.237 5.545 0.083
H -5.777 -1.143 -1.409 0.077
H 0.690 3.065 3.255 0.111
H -3.652 -3.496 1.249 0.088
H -1.743 0.706 3.418 0.085
H 0.102 5.450 3.041 0.099
H 0.744 5.225 -1.184 0.105
H -4.463 4.649 4.016 0.088
H 3.996 -4.072 1.896 0.081
H -1.846 3.458 -0.719 0.103
H 1.630 1.148 2.191 0.104
H 2.183 -3.080 2.705 0.084
H -4.086 -4.430 -0.186 0.116
H 3.900 -2.013 -0.155 0.138
```

Values from the calculation:
orbital gap (alpha / beta)	6.983 / 6.377	eV
multiplicity	2
HOMO (alpha / beta)	-6.45 / -5.85	eV
M	599.37	g mol⁻¹

Q | The following is a DFT calculation (the ωB97M-V functional and the def2-TZVPD basis) of C23H35N5NiO4PS2 as an isolated structure.

The geometry in XYZ format:
```
71
Properties=species:S:1:pos:R:3:lowdin_charge:R:1
Ni 0.164 0.870 0.490 -0.087
S -0.996 2.905 0.432 0.383
S 2.117 2.131 1.313 0.374
P 0.786 3.571 0.988 -0.096
O 0.676 4.534 2.271 -0.337
O -1.858 -0.189 -0.172 -0.041
O -0.360 -1.219 2.712 -0.005
O 1.273 4.617 -0.116 -0.335
N -2.279 -0.019 2.739 0.034
N -1.309 -1.758 -1.774 0.056
N 1.111 -0.963 0.343 0.047
N -1.293 -0.699 4.719 0.171
N -0.996 -1.739 -3.138 -0.065
C 3.398 -2.860 -1.917 -0.097
C 2.330 -0.308 -1.669 -0.039
C 0.022 -2.708 -3.548 0.006
C -1.131 0.394 -2.425 0.061
C -0.430 3.207 4.021 -0.103
C -3.271 -4.887 -1.533 -0.081
C -1.937 -3.113 0.144 -0.003
C -3.241 -5.119 -0.166 -0.092
C 3.141 5.878 0.880 -0.083
C 3.181 -0.610 -2.725 -0.085
C 3.714 -1.885 -2.854 -0.103
C -2.645 -3.772 -2.069 -0.031
C 0.766 4.045 3.619 -0.305
C -1.271 -0.687 3.346 -0.621
C -1.971 -2.890 -1.230 -0.175
C 2.013 -1.284 -0.735 -0.284
C -3.246 0.815 3.417 -0.083
C -0.813 -0.408 -3.465 -0.264
C -2.579 -4.226 0.664 -0.066
C 2.553 -2.560 -0.859 -0.038
C 2.651 5.003 -0.254 -0.300
C -0.275 -0.037 -4.801 -0.008
C -1.471 -0.456 -1.314 -0.420
H 1.586 -0.979 1.242 0.093
H 3.432 0.159 -3.445 0.105
H 1.907 0.682 -1.547 0.093
H 0.071 -2.712 -4.634 0.095
H 4.140 6.247 0.642 0.077
H -3.766 1.412 2.671 0.091
H -0.356 2.954 5.081 0.080
H -2.553 -4.392 1.733 0.108
H 0.387 -1.670 0.429 0.062
H -2.690 -3.574 -3.131 0.112
H 1.691 3.474 3.723 0.079
H -1.130 1.470 -2.386 0.107
H 3.257 4.098 -0.338 0.078
H 2.477 6.731 1.023 0.083
H 3.813 -3.856 -2.007 0.103
H 3.194 5.320 1.813 0.064
H 0.779 -0.315 -4.878 0.081
H -0.353 1.039 -4.939 0.090
H -0.820 -0.538 -5.601 0.090
H -3.732 -5.989 0.250 0.101
H -1.357 3.755 3.849 0.080
H 0.838 4.944 4.230 0.116
H -0.278 -3.699 -3.214 0.087
H 1.001 -2.465 -3.131 0.069
H -2.143 -0.513 5.221 0.083
H 2.301 -3.317 -0.125 0.117
H -3.996 0.223 3.953 0.081
H -2.767 1.501 4.119 0.069
H -3.793 -5.569 -2.191 0.104
H 4.379 -2.117 -3.675 0.101
H -1.442 -2.417 0.807 0.083
H -0.463 2.281 3.446 0.038
H -0.627 -1.317 5.147 0.102
H -2.200 0.035 1.732 0.079
H 2.688 5.538 -1.202 0.115
```

Values from the calculation:
orbital gap (alpha / beta)	7.424 / 7.299	eV
multiplicity	2
HOMO (alpha / beta)	-6.81 / -6.69	eV
M	599.37	g mol⁻¹

Q has the most favorable energy; the next structure is 0.0134 hartree above.

P | The following is a DFT calculation (the ωB97M-V functional and the def2-TZVPD basis) of C31H23BrClFeN4O5S as an isolated structure.

The geometry in XYZ format:
```
67
Properties=species:S:1:pos:R:3:lowdin_charge:R:1
Br 1.241 -1.891 1.906 0.423
Fe 0.088 -0.969 -0.251 0.474
Cl -4.371 3.185 3.673 0.626
S 2.579 1.245 0.724 0.980
O 2.711 -0.366 -4.318 0.073
O 3.073 -1.238 -0.499 -0.016
O -0.828 -0.456 -2.283 0.009
O 1.314 -0.254 -1.985 -0.059
O -0.251 0.724 0.383 -0.162
N 3.656 0.007 2.777 0.094
N -1.553 -1.662 0.723 0.006
N 0.125 -2.827 -0.934 0.039
N 2.132 1.602 3.349 0.092
C 2.766 0.932 2.371 -0.744
C 0.428 0.306 -4.145 -0.053
C -0.879 -5.013 -0.686 -0.140
C 0.265 5.361 3.590 -0.095
C -0.699 0.850 -4.757 -0.016
C 1.613 0.206 -4.881 -0.254
C -1.216 1.234 1.036 -0.316
C -1.830 -5.818 -0.019 -0.032
C 0.303 -0.161 -2.724 -0.574
C 2.222 -0.638 0.027 -0.727
C -2.585 -3.876 1.207 0.001
C 0.885 -4.646 -2.263 -0.016
C -0.805 -3.648 -0.371 -0.147
C -2.652 -5.258 0.910 -0.062
C 1.714 3.845 2.392 -0.055
C -2.346 -0.957 1.430 -0.054
C -2.245 3.229 1.962 -0.094
C 1.645 0.662 -6.198 -0.030
C -2.246 0.449 1.629 -0.115
C 1.492 2.867 3.355 -0.232
C 1.092 5.082 2.513 -0.078
C -1.699 -3.067 0.561 -0.193
C 0.515 1.204 -6.787 -0.089
C -0.668 1.300 -6.066 -0.089
C -3.221 1.085 2.431 -0.074
C -1.279 2.642 1.195 0.006
C -3.204 2.430 2.612 -0.672
C 0.926 -3.297 -1.845 -0.057
C 0.670 3.150 4.442 -0.027
C 0.005 -5.499 -1.677 0.002
C 0.061 4.387 4.560 -0.080
H -3.372 -5.877 1.432 0.108
H 1.562 -4.980 -3.038 0.112
H 3.925 -0.679 2.085 0.081
H -0.521 3.234 0.701 0.117
H 2.384 3.660 1.566 0.068
H 3.444 -0.326 -4.939 0.106
H 0.561 1.554 -7.812 0.103
H -2.265 4.304 2.086 0.105
H -1.884 -6.877 -0.245 0.116
H 0.506 2.392 5.202 0.116
H 2.569 0.580 -6.765 0.111
H -0.207 6.332 3.680 0.105
H -0.033 -6.545 -1.961 0.122
H 1.275 5.833 1.754 0.110
H 1.635 -2.588 -2.261 0.123
H 2.097 1.125 4.236 0.146
H -3.998 0.490 2.900 0.113
H -0.570 4.594 5.414 0.108
H -1.607 0.902 -4.169 0.118
H -3.246 -3.469 1.962 0.107
H -3.192 -1.444 1.919 0.128
H -1.555 1.723 -6.524 0.099
H 3.548 -0.381 3.705 0.107
```

Values from the calculation:
orbital gap (alpha / beta)	6.595 / 6.759	eV
multiplicity	2
HOMO (alpha / beta)	-7.24 / -7.41	eV
M	734.82	g mol⁻¹

Q | The following is a DFT calculation (the ωB97M-V functional and the def2-TZVPD basis) of C31H23BrClFeN4O5S as an isolated structure.

The geometry in XYZ format:
```
67
Properties=species:S:1:pos:R:3:lowdin_charge:R:1
Br 0.840 2.799 -0.500 0.291
Fe 0.077 0.655 0.212 0.326
Cl -6.767 0.234 2.408 0.651
S -1.054 -2.029 -2.609 0.715
O -1.192 1.580 1.232 -0.197
O 3.313 0.655 -0.078 0.055
O -2.625 0.470 -1.389 0.137
O 2.487 1.416 -3.654 0.035
O 1.430 -0.028 -1.166 -0.055
N 1.471 0.111 1.435 0.012
N -0.054 -0.180 -4.182 0.113
N -0.711 -0.998 1.024 0.046
N 1.324 -1.940 -3.909 0.081
C 1.493 -1.250 1.632 -0.160
C -4.204 -0.418 1.861 -0.058
C 2.665 -4.596 -1.666 -0.072
C -3.380 2.239 1.705 0.017
C 4.446 0.253 -4.429 -0.021
C -1.904 -1.175 1.461 -0.025
C 1.325 -4.003 1.941 -0.095
C 5.477 -0.639 -4.183 -0.077
C 3.775 -4.992 -2.395 -0.091
C 1.812 -3.600 -2.123 -0.033
C 0.213 -3.300 1.468 -0.021
C 3.497 0.510 -3.446 -0.264
C 3.201 -3.377 -4.074 -0.046
C -2.427 1.226 1.471 -0.336
C 0.306 -1.934 1.337 -0.185
C 2.651 0.183 -1.079 -0.453
C 2.591 -1.950 2.138 -0.151
C 5.570 -1.278 -2.956 -0.079
C -4.689 1.928 1.978 -0.086
C 2.482 -3.336 2.287 -0.034
C 4.040 -4.372 -3.609 -0.092
C 0.146 -1.374 -3.571 -0.847
C -2.866 -0.118 1.555 -0.150
C 3.731 -1.150 2.528 -0.017
C -5.103 0.595 2.053 -0.671
C 3.577 -0.130 -2.213 -0.058
C 2.687 0.757 1.397 -0.257
C 4.630 -1.008 -1.977 -0.001
C -1.522 0.316 -1.223 -0.120
C 2.083 -2.984 -3.338 -0.235
C 3.765 0.149 2.220 -0.002
H -4.520 -1.451 1.942 0.117
H 2.449 -5.063 -0.715 0.095
H 0.958 -3.300 -1.535 0.046
H 4.901 -4.662 -4.197 0.106
H 6.213 -0.827 -4.954 0.109
H 3.413 -2.893 -5.021 0.114
H 4.543 -1.614 3.076 0.117
H 1.835 -1.445 -4.625 0.134
H -2.165 -2.145 1.881 0.145
H 0.742 0.429 -4.310 0.078
H 2.593 1.831 1.486 0.104
H 4.609 0.775 2.476 0.113
H 4.427 -5.773 -2.025 0.100
H -3.047 3.266 1.651 0.126
H -5.414 2.715 2.143 0.108
H -0.701 -3.821 1.208 0.117
H 4.375 0.771 -5.380 0.118
H 4.702 -1.476 -1.003 0.130
H 2.780 2.077 -4.291 0.123
H 6.375 -1.973 -2.758 0.110
H 1.272 -5.080 2.039 0.103
H 3.330 -3.891 2.674 0.114
H -0.919 0.276 -3.944 0.084
```

Values from the calculation:
orbital gap (alpha / beta)	7.303 / 7.352	eV
multiplicity	2
HOMO (alpha / beta)	-7.79 / -7.94	eV
M	734.82	g mol⁻¹

Q has the most favorable energy; the next structure is 0.0365 hartree above.